Density functional theory data (ωB97M-V with the def2-TZVPD basis set) for a 2-piece molecular cluster, C3H5N3 overall.

Values from the calculation:
E_LUMO (alpha / beta), eV: 0.0 / 0.0
Relative energy (zero: lowest compared OMol25 entry of this formula, charge and spin), kJ/mol: 475.8
M, g mol⁻¹: 83.09
Charge: 0
HOMO level (alpha / beta), eV: -8.485 / -8.483

CARTESIAN COORDINATES (ANGSTROEM)
C1 1.610 0.366 0.097
N1 0.379 -1.405 -0.331
C2 -0.627 -0.703 -0.162
N2 -0.401 0.707 0.171
C3 -2.024 -1.100 -0.254
N3 -3.134 -1.425 -0.330
H1 1.989 -0.273 0.885
H2 2.007 0.138 -0.884
H3 1.684 1.425 0.343
H4 -0.763 1.357 -0.532
H5 -0.781 0.984 1.081

Electronic structure analysis, Mulliken charges in units of e: -0.607 -0.654 0.361 -0.520 0.261 -0.387 0.326 0.326 0.280 0.309 0.307

Density functional theory data (ωB97M-V with the def2-TZVPD basis set) for a 3-piece molecular cluster, C25H50FN3O10P2S overall.

Values from the calculation:
E_LUMO, eV: -1.9
M, g mol⁻¹: 665.70
Charge: 0
HOMO level, eV: -8.853

CARTESIAN COORDINATES (ANGSTROEM)
O1 -2.301 8.301 -3.260
C1 -2.699 7.017 -3.434
C2 -2.435 5.696 -2.459
C3 -3.744 4.799 -2.986
C4 -4.974 5.390 -2.083
C5 -6.225 4.364 -1.834
C6 -7.621 5.199 -2.224
F1 -7.824 5.000 -3.704
C7 -3.542 3.186 -3.176
C8 -3.490 2.327 -1.779
C9 -2.401 1.105 -1.900
C10 -2.028 0.492 -0.425
S1 -0.637 1.588 0.291
C11 -0.581 1.139 2.123
N1 -1.550 0.140 2.717
N2 -1.223 0.043 4.076
C12 -0.056 1.014 4.358
O2 0.336 1.710 3.122
C13 -4.068 5.308 -4.539
N3 -3.545 6.736 -4.660
H1 -2.379 5.957 -1.311
H2 -1.360 5.209 -2.637
H3 -5.394 6.340 -2.670
H4 -4.585 5.809 -1.047
H5 -6.238 3.411 -2.511
H6 -6.249 4.060 -0.683
H7 -7.489 6.355 -2.050
H8 -8.566 4.765 -1.679
H9 -2.507 3.022 -3.746
H10 -4.371 2.772 -3.929
H11 -3.325 3.031 -0.859
H12 -4.570 1.842 -1.633
H13 -2.936 0.235 -2.510
H14 -1.430 1.409 -2.492
H15 -1.663 -0.634 -0.466
H16 -2.964 0.547 0.308
H17 0.456 1.150 5.415
H18 -3.306 4.631 -5.144
H19 -5.208 5.182 -4.816
H20 -4.433 7.289 -4.487
O3 1.774 -4.763 4.458
P1 0.542 -5.453 3.823
O4 1.410 -6.244 2.656
C14 2.090 -7.428 3.033
C15 1.123 -8.563 3.313
O5 0.097 -4.135 2.901
C16 0.467 -2.823 3.316
C17 1.795 -2.413 2.695
O6 -0.835 -6.224 3.115
C18 -1.903 -6.444 4.028
C19 -2.446 -5.149 4.601
H21 2.721 -7.235 3.902
H22 2.744 -7.706 2.201
H23 0.533 -8.358 4.210
H24 1.660 -9.502 3.470
H25 0.418 -8.690 2.484
H26 0.492 -2.758 4.408
H27 -0.314 -2.137 2.980
H28 2.556 -3.195 2.772
H29 2.177 -1.504 3.170
H30 1.663 -2.216 1.625
H31 -1.554 -7.104 4.830
H32 -2.694 -6.969 3.485
H33 -1.694 -4.637 5.205
H34 -3.315 -5.343 5.238
H35 -2.739 -4.463 3.800
O7 4.449 1.150 -2.514
P2 4.794 0.138 -1.394
O8 5.080 1.295 -0.245
C20 3.958 1.877 0.395
C21 3.271 0.894 1.322
O9 6.377 -0.078 -1.877
C22 6.739 0.146 -3.236
C23 7.201 1.582 -3.445
O10 5.180 -0.992 -0.142
C24 4.545 -2.255 -0.295
C25 4.957 -2.955 -1.577
H36 3.259 2.257 -0.352
H37 4.321 2.730 0.976
H38 2.801 0.086 0.754
H39 2.493 1.389 1.909
H40 3.991 0.431 2.006
H41 5.911 -0.115 -3.903
H42 7.560 -0.535 -3.477
H43 6.534 2.311 -2.979
H44 7.279 1.808 -4.513
H45 8.186 1.728 -2.987
H46 3.460 -2.114 -0.264
H47 4.827 -2.868 0.567
H48 4.627 -2.395 -2.455
H49 4.515 -3.955 -1.629
H50 6.046 -3.043 -1.639

Electronic structure analysis, Mulliken charges in units of e: -0.596 0.420 -0.625 0.961 -0.595 -0.328 -0.350 -0.325 -1.220 -0.379 -0.657 -0.580 -0.126 0.447 -0.168 -0.453 0.009 -0.272 -0.785 -0.424 0.313 0.251 0.257 0.230 0.199 0.282 0.277 0.278 0.423 0.317 0.300 0.241 0.302 0.309 0.420 0.323 0.330 0.402 0.208 0.386 -0.724 1.042 -0.372 -0.341 -0.943 -0.432 -0.254 -0.860 -0.258 -0.247 -1.097 0.283 0.327 0.196 0.417 0.233 0.325 0.172 0.429 0.344 0.093 0.268 0.364 0.309 0.436 0.251 -0.713 1.012 -0.389 -0.666 -0.584 -0.373 -0.361 -1.085 -0.235 -0.113 -1.123 0.267 0.370 0.120 0.375 0.325 0.340 0.383 0.296 0.337 0.291 0.212 0.356 0.285 0.438 0.269

Density functional theory data (ωB97M-V with the def2-TZVPD basis set) for C10H9O4S as an isolated structure.

Values from the calculation:
E_LUMO, eV: 3.5
Relative energy (zero: lowest compared OMol25 entry of this formula, charge and spin), kJ/mol: 217.1
M, g mol⁻¹: 225.25
Charge: -1
HOMO level, eV: -3.744

CARTESIAN COORDINATES (ANGSTROEM)
C1 3.291 -1.141 -0.315
C2 2.863 0.023 -0.974
C3 2.267 -1.970 0.193
C4 1.545 0.403 -0.918
C5 0.914 -1.756 0.159
C6 0.572 -0.485 -0.490
C7 -0.804 -0.249 -0.851
C8 -2.949 1.192 -0.237
C9 -1.042 1.839 1.192
C10 -1.500 1.542 -0.253
O1 -3.731 2.055 -0.170
O2 -3.263 -0.054 -0.213
O3 -1.935 -1.159 1.627
O4 -2.174 -2.454 -0.357
S1 -1.949 -1.123 0.151
H1 4.224 -1.429 -0.445
H2 3.680 0.621 -1.243
H3 2.592 -2.838 0.742
H4 1.174 1.058 -1.595
H5 0.085 -2.314 0.502
H6 0.125 2.030 1.012
H7 -1.198 1.056 1.946
H8 -1.616 2.787 1.446
H9 -1.169 2.366 -0.911

Electronic structure analysis, Mulliken charges in units of e: -0.852 -0.625 -0.303 -0.662 -0.891 0.910 -0.087 0.416 -0.964 -0.001 -0.591 -0.425 -0.620 -0.632 1.048 0.511 0.391 0.304 0.456 0.399 0.216 0.234 0.357 0.410

Density functional theory data (ωB97M-V with the def2-TZVPD basis set) for C18H54NO12 as an isolated structure.

Values from the calculation:
E_LUMO, eV: 2.3
Relative energy (zero: lowest compared OMol25 entry of this formula, charge and spin), kJ/mol: 1827.7
M, g mol⁻¹: 476.62
Charge: -1
HOMO level, eV: -5.043

CARTESIAN COORDINATES (ANGSTROEM)
N1 0.205 0.400 -0.725
O1 0.311 1.736 -0.530
O2 -0.136 -0.392 0.175
O3 1.071 0.002 -1.552
C1 -1.628 0.640 -4.056
C2 -2.387 0.836 -2.685
O4 -3.800 0.881 -3.010
H1 -1.852 -0.358 -4.673
H2 -0.691 0.352 -3.778
H3 -1.802 1.504 -4.778
H4 -2.107 1.732 -2.160
H5 -2.051 -0.174 -2.180
H6 -4.327 1.095 -2.161
C3 2.279 3.669 -4.290
C4 1.683 2.793 -3.309
O5 0.619 3.326 -2.493
H7 1.551 3.975 -4.901
H8 2.794 3.119 -5.010
H9 2.720 4.594 -3.753
H10 2.410 2.410 -2.594
H11 1.467 1.792 -3.842
H12 0.232 2.650 -1.955
C5 -1.772 2.632 3.526
C6 -1.917 3.112 2.097
O6 -2.192 1.991 1.313
H13 -1.687 3.353 4.538
H14 -1.114 1.691 3.452
H15 -2.809 2.165 3.706
H16 -1.133 3.754 1.738
H17 -3.011 3.510 1.855
H18 -1.321 1.600 0.940
C7 0.525 -0.581 4.995
C8 0.989 -0.237 3.630
O7 2.226 -0.814 3.262
H19 -0.169 -0.081 5.368
H20 1.408 -0.402 5.705
H21 0.191 -1.479 4.984
H22 0.953 0.805 3.308
H23 0.153 -0.491 2.866
H24 2.474 -0.810 2.328
C9 -0.451 -4.123 -3.335
C10 0.093 -3.103 -2.431
O8 1.456 -2.657 -2.854
H25 -1.452 -4.529 -2.797
H26 0.527 -4.797 -3.387
H27 -0.735 -3.630 -4.246
H28 0.267 -3.701 -1.515
H29 -0.622 -2.174 -2.409
H30 1.538 -1.810 -2.320
C11 -2.840 -2.271 3.514
C12 -2.714 -1.405 2.280
O9 -2.056 -2.079 1.177
H31 -1.872 -2.646 3.503
H32 -3.297 -3.183 3.360
H33 -3.273 -1.593 4.209
H34 -2.167 -0.428 2.340
H35 -3.766 -1.125 1.927
H36 -1.458 -1.430 0.843
C13 1.177 -3.972 1.500
C14 0.577 -4.328 2.853
O10 0.922 -5.691 3.141
H37 0.863 -4.666 0.895
H38 2.309 -4.045 1.268
H39 0.886 -2.972 1.072
H40 -0.571 -3.980 2.783
H41 1.014 -3.597 3.631
H42 0.576 -5.912 3.931
C15 5.420 -0.380 0.159
C16 3.938 -0.569 -0.294
O11 2.964 -0.234 0.652
H43 5.559 0.696 0.367
H44 5.980 -0.675 -0.692
H45 5.582 -0.856 1.186
H46 3.887 -1.565 -0.782
H47 3.712 0.060 -1.223
H48 2.163 -0.579 0.203
C17 -2.182 3.340 -0.946
C18 -1.046 3.773 -1.915
O12 -0.522 5.028 -1.658
H49 -1.949 3.419 0.107
H50 -2.383 2.392 -1.176
H51 -3.112 3.918 -1.200
H52 -1.353 3.715 -3.017
H53 -0.335 2.995 -1.996
H54 0.389 5.067 -2.059

Electronic structure analysis, Mulliken charges in units of e: 0.901 -0.981 -0.156 -0.602 -1.096 1.153 -0.638 0.256 0.194 0.294 -0.112 -0.071 0.350 -1.675 0.322 -0.123 0.486 0.483 0.259 0.142 0.062 -0.116 -0.668 -0.536 -0.363 0.294 -0.064 0.237 0.302 0.256 0.170 -1.908 0.494 -0.587 0.632 0.276 0.453 0.533 -0.216 0.454 -1.191 0.830 -0.654 0.232 0.284 0.357 -0.057 -0.128 0.341 -1.034 0.463 -0.558 -0.232 0.390 0.408 -0.105 0.289 0.396 -1.115 0.437 -0.524 0.592 0.349 0.039 -0.121 0.095 0.284 -1.229 0.105 -0.470 0.283 0.400 0.282 0.285 0.084 0.024 -0.114 1.493 -0.686 -0.243 -0.060 0.282 0.032 -1.011 0.382

Density functional theory data (ωB97M-V with the def2-TZVPD basis set) for C8H18ClF3MoN3O7S as an isolated structure.

Values from the calculation:
E_LUMO (alpha / beta), eV: -4.4 / -4.6
Relative energy (zero: lowest compared OMol25 entry of this formula, charge and spin), kJ/mol: 73.0
M, g mol⁻¹: 488.70
Charge: +1
2S+1: 3
HOMO level (alpha / beta), eV: -13.414 / -14.124

CARTESIAN COORDINATES (ANGSTROEM)
Mo1 0.136 0.215 -0.174
C1 -1.674 -0.907 2.026
C2 -0.516 -1.902 2.084
N1 0.593 -1.472 1.180
C3 1.081 -2.575 0.306
C4 0.036 -2.845 -0.768
N2 -0.505 -1.564 -1.299
C5 -1.964 -1.614 -1.536
C6 -2.628 -1.425 -0.181
N3 -1.845 -0.442 0.629
H1 -1.456 -0.050 2.652
H2 -2.591 -1.370 2.396
H3 -0.851 -2.892 1.777
H4 -0.157 -1.986 3.108
H5 1.389 -1.185 1.748
H6 1.275 -3.482 0.881
H7 2.020 -2.255 -0.138
H8 -0.791 -3.415 -0.348
H9 0.468 -3.446 -1.567
H10 -0.036 -1.344 -2.180
H11 -2.263 -2.561 -1.990
H12 -2.232 -0.810 -2.211
H13 -2.660 -2.369 0.363
H14 -3.653 -1.081 -0.305
H15 -2.363 0.435 0.621
O1 3.255 -0.359 0.341
Cl1 2.856 0.563 -0.677
O2 3.915 1.133 -1.369
O3 1.930 -0.163 -1.571
O4 1.985 1.553 -0.055
F1 -2.583 4.144 -3.019
C7 -1.406 3.685 -2.649
F2 -0.924 4.428 -1.656
F3 -0.570 3.695 -3.677
S1 -1.526 1.947 -2.030
O5 -2.383 1.923 -0.865
O6 -1.920 1.093 -3.112
O7 -0.099 1.710 -1.631
C8 -0.214 1.580 1.459
H16 -1.243 1.870 1.676
H17 0.279 2.490 1.111
H18 0.274 1.303 2.398

Electronic structure analysis, Mulliken charges in units of e: 0.070 -0.840 -0.718 -0.098 -0.662 -0.789 -0.096 -0.777 -0.715 -0.023 0.385 0.535 0.304 0.482 0.458 0.483 0.347 0.313 0.494 0.545 0.466 0.282 0.441 0.466 0.468 -0.623 1.981 -0.576 -0.501 -0.506 -0.172 0.545 -0.192 -0.190 1.295 -0.685 -0.701 -0.576 -1.088 0.482 0.325 0.364

The lowest M belongs to which entry? C3H5N3

Which value of M does entry 5 give? 488.70 g mol⁻¹

The highest charge belongs to which entry? C8H18ClF3MoN3O7S